Computed, not measured: a cluster of 10 separate species, C5H30NO9 in total at a distorted geometry, with ωB97M-V with the def2-TZVPD basis set.

The value obtained for the frontier orbital gap is 9.453 eV. Its LUMO energy is -2.690 eV.

```
! RIJCOSX wB97M-V def2-TZVPD def2/J DEFGRID3
* xyz 1 1
C -0.123 0.486 -0.155
C -0.034 -0.985 0.032
C 1.053 -1.660 0.813
C 2.036 -2.152 0.064
C 3.300 -2.704 0.655
N -0.253 1.389 1.064
H -1.070 0.659 -0.681
H 0.477 1.007 -0.970
H -0.032 -1.518 -0.933
H -1.048 -1.142 0.489
H 0.937 -1.551 1.884
H 1.987 -2.107 -1.025
H 3.402 -3.722 0.252
H 3.458 -2.677 1.733
H 4.062 -2.036 0.256
H -1.235 1.415 1.296
H 0.101 2.329 0.934
H 0.291 0.960 1.815
H -1.298 -2.474 -3.091
H -1.646 -2.637 -1.547
O -1.107 -2.946 -2.279
H -3.032 3.520 -0.939
H -3.528 3.975 0.369
O -2.853 3.376 0.000
H 1.947 3.151 2.280
H 0.960 3.260 3.394
O 0.977 3.067 2.443
H -0.776 -4.993 -0.068
H -0.062 -4.488 1.199
O -0.835 -4.346 0.647
H -0.137 4.777 -0.179
H 0.879 4.815 0.961
O 0.758 4.510 0.057
H 0.982 -0.230 -4.270
H 2.337 0.400 -3.818
O 1.392 0.558 -3.896
H 0.297 0.195 4.271
H -0.816 -0.374 3.513
O -0.386 0.496 3.655
H 0.058 1.718 -4.404
H -1.051 2.859 -4.194
O -0.757 2.123 -4.728
H -3.875 -2.010 1.283
H -2.691 -2.598 0.978
O -3.051 -1.696 0.838
*
```

Computed, not measured: a cluster of 11 separate species, C5H31N2O11 in total at a distorted geometry, with ωB97M-V with the def2-TZVPD basis set.

The value obtained for the frontier orbital gap is 8.146 eV. Its LUMO energy is 2.659 eV.

```
! RIJCOSX wB97M-V def2-TZVPD def2/J DEFGRID3
* xyz -1 1
C 0.065 1.142 1.493
O -1.314 0.767 1.756
C 0.226 1.987 0.233
C 0.422 1.150 -0.999
C -0.734 0.167 -1.369
C -1.919 0.453 -2.003
N -2.923 -0.507 -2.033
N -0.512 -1.257 -0.963
H 0.769 0.233 1.589
H 0.381 1.714 2.390
H 0.957 2.806 0.331
H -0.822 2.501 0.225
H 1.270 0.395 -0.913
H 0.592 1.743 -1.987
H -2.163 1.462 -2.350
H -2.453 -1.472 -1.956
H -3.349 -0.390 -2.931
H -0.767 -1.430 0.005
H 0.474 -1.478 -0.942
H 3.776 1.427 -0.440
H 3.966 1.100 -1.915
O 4.062 0.762 -0.997
H 2.937 -1.668 -0.629
H 3.886 -1.105 -1.473
O 3.188 -1.747 -1.574
H 2.358 1.057 -3.578
H 2.263 2.015 -2.427
O 2.804 1.737 -3.170
H -2.057 -1.027 2.896
H -1.701 0.373 1.002
O -2.922 -0.744 3.351
H -2.186 -1.511 1.379
H -3.070 -1.334 0.077
O -3.020 -1.060 0.971
H -2.179 3.075 0.645
H -2.543 2.240 1.831
O -2.736 3.136 1.489
H -0.837 -2.686 1.910
H -3.181 0.064 3.032
O -0.878 -1.853 1.883
H -0.004 -1.043 3.018
H 0.497 -1.551 4.432
O 0.484 -0.851 3.829
H 0.902 -1.116 -3.114
H 2.210 -1.363 -3.125
O 1.637 -0.713 -3.565
H 0.656 -2.082 1.307
H 1.803 -1.480 2.120
O 1.684 -2.035 1.259
*
```

Computed, not measured: a cluster of 10 separate species, C5H31N2O9 in total at a distorted geometry, with ωB97M-V with the def2-TZVPD basis set.

The value obtained for the frontier orbital gap (alpha / beta) is 9.065 / 5.438 eV. Its LUMO energy (alpha / beta) is -6.458 / -10.084 eV. The expectation value of S² is 0.77.

```
! RIJCOSX wB97M-V def2-TZVPD def2/J DEFGRID3
* xyz 2 2
C -1.884 1.663 1.141
C -1.432 3.094 0.757
C -0.038 3.118 0.324
C 1.003 2.256 0.609
N 2.276 2.390 0.102
C 3.241 1.933 1.113
N -1.647 0.636 0.079
H -1.329 1.317 2.039
H -2.940 1.528 1.434
H -1.968 3.628 -0.082
H -1.537 3.806 1.671
H 0.200 4.062 -0.245
H 0.823 1.308 1.206
H 2.590 3.285 -0.246
H 3.387 2.622 1.908
H 2.806 1.047 1.593
H 4.222 1.657 0.853
H -1.880 -0.358 0.368
H -0.640 0.440 -0.100
H -2.210 0.715 -0.781
H -4.149 -2.186 -0.078
H -2.642 -2.030 -0.184
O -3.447 -1.471 -0.218
H -0.903 -3.955 -1.561
H 0.184 -4.851 -2.061
O 0.054 -3.947 -1.752
H -2.272 -1.233 -2.674
H -1.561 0.187 -3.014
O -1.681 -0.563 -2.387
H 0.726 -0.753 -1.403
H 1.313 -1.458 -0.137
O 0.553 -0.822 -0.410
H -0.079 -0.117 3.343
H 0.437 1.333 3.122
O -0.180 0.808 3.596
H 3.198 -2.348 -1.393
H 2.954 -2.937 0.166
O 2.633 -2.468 -0.636
H -0.355 0.872 -4.659
H -1.552 1.682 -4.740
O -0.973 1.333 -4.068
H -1.560 -3.159 0.956
H -0.547 -2.182 0.135
O -1.276 -2.848 0.119
H 3.532 -0.925 2.153
H 3.445 -2.082 3.152
O 2.858 -1.594 2.549
*
```

Computed, not measured: a cluster of 12 separate species, C5H31NO11 in total at a distorted geometry, with ωB97M-V with the def2-TZVPD basis set.

The value obtained for the frontier orbital gap is 8.468 eV. Its LUMO energy is 0.204 eV.

```
! RIJCOSX wB97M-V def2-TZVPD def2/J DEFGRID3
* xyz 0 1
C 2.995 0.640 0.894
C 2.617 0.060 -0.254
C 1.285 -0.456 -0.563
C 1.067 -1.686 -1.062
N -0.232 -2.203 -1.069
C -0.686 -3.059 -2.145
H 4.045 0.850 1.047
H 2.265 1.132 1.525
H 3.416 -0.247 -0.929
H 0.492 0.136 -0.113
H 1.925 -2.293 -1.311
H -0.841 -1.419 -0.882
H -0.430 -4.092 -1.937
H -1.770 -2.982 -2.241
H -0.413 -2.722 -3.153
O 0.238 0.629 3.219
H 0.406 -0.317 3.203
H 0.155 0.945 4.121
O 0.606 2.681 -2.335
H 1.036 3.314 -1.711
H 1.176 2.790 -3.103
O -0.594 -3.710 1.445
H 0.210 -4.226 1.443
H -0.593 -3.078 0.707
O -3.563 -0.255 1.352
H -3.369 -0.322 0.410
H -2.890 0.349 1.682
O -0.815 0.485 -3.626
H -0.202 0.956 -3.044
H -0.621 0.807 -4.510
O -1.658 -1.413 3.304
H -0.954 -2.051 3.158
H -1.952 -1.097 2.446
O 1.941 3.604 -0.194
H 1.351 3.403 0.562
H 2.580 2.883 -0.116
O -2.690 2.729 -1.765
H -3.031 3.377 -1.144
H -1.735 2.875 -1.845
O -2.197 0.006 -1.324
H -1.874 -0.197 -2.221
H -2.331 0.959 -1.450
O 1.390 -1.349 2.521
H 1.312 -2.021 3.199
H 1.859 -1.644 1.739
O 0.414 2.807 1.927
H -0.311 2.217 1.701
H 0.970 2.207 2.442
*
```

Computed, not measured: a cluster of 12 separate species, C5H31NO12 in total at a distorted geometry, with ωB97M-V with the def2-TZVPD basis set.

The value obtained for the frontier orbital gap (alpha / beta) is 8.846 / 5.731 eV. Its LUMO energy (alpha / beta) is -4.134 / -7.249 eV. The expectation value of S² is 0.76.

```
! RIJCOSX wB97M-V def2-TZVPD def2/J DEFGRID3
* xyz 1 2
O 3.116 -2.454 -0.216
C 2.073 -2.793 -0.709
C 1.470 -2.037 -1.871
C 0.146 -2.690 -2.357
C -0.912 -2.446 -1.360
C -1.832 -1.407 -1.515
N -2.575 -1.029 -0.496
H 1.602 -3.715 -0.316
H 2.191 -1.880 -2.658
H 1.231 -1.041 -1.481
H 0.292 -3.718 -2.688
H -0.165 -2.193 -3.279
H -1.110 -3.137 -0.548
H -2.008 -0.850 -2.425
H -3.350 -0.389 -0.628
H -2.788 -1.741 0.194
H -2.212 0.466 4.849
H -1.205 -0.651 5.113
O -1.338 0.297 5.227
H -1.580 3.452 -2.638
H -1.461 2.859 -4.136
O -1.022 3.059 -3.310
H -0.126 0.996 3.828
H 0.763 1.483 2.714
O -0.113 1.637 3.095
H 3.699 1.455 -3.111
H 2.196 1.549 -2.950
O 2.915 0.908 -2.986
H 5.541 -0.587 -0.278
H 4.105 -0.801 0.244
O 4.896 -0.262 0.356
H -3.259 2.108 2.439
H -3.256 0.677 1.904
O -3.837 1.424 2.073
H -1.020 2.280 0.367
H -1.093 2.347 -1.238
O -1.071 1.784 -0.460
H -0.010 0.283 0.850
H 1.459 -0.341 0.662
O 0.937 0.415 0.932
H 2.414 2.324 -0.780
H 3.885 2.001 -0.520
O 3.135 2.499 -0.171
H -1.461 3.586 2.631
H -1.671 4.559 1.458
O -2.144 3.985 2.068
H -1.267 -4.654 1.114
H -2.072 -3.352 1.647
O -2.107 -4.263 1.359
*
```

Computed, not measured: a structure of composition C5H31NO12 at a distorted geometry, with ωB97M-V with the def2-TZVPD basis set.

The value obtained for the frontier orbital gap (alpha / beta) is 9.476 / 5.680 eV. Its LUMO energy (alpha / beta) is -3.164 / -6.955 eV. The expectation value of S² is 0.75.

```
! RIJCOSX wB97M-V def2-TZVPD def2/J DEFGRID3
* xyz 1 2
O -0.542 -2.908 0.116
C -0.319 -1.887 -0.480
O -0.563 -1.828 -1.817
C 0.286 -0.525 -0.039
C -0.881 0.342 0.518
C -0.512 1.365 1.612
C 0.351 2.434 0.919
N 1.199 -0.895 1.019
H -0.853 -2.684 -2.172
H 0.799 -0.045 -0.882
H -1.373 0.903 -0.269
H -1.590 -0.424 0.844
H -1.480 1.671 1.962
H 0.165 1.014 2.390
H -0.351 2.780 0.123
H 1.320 2.073 0.520
H 0.483 3.326 1.480
H 2.125 -0.461 0.945
H 0.719 -1.054 1.927
H 1.533 -1.432 -2.380
H 2.779 -0.496 -2.476
O 1.989 -0.775 -2.960
H -0.229 1.581 -3.085
H 0.602 0.405 -2.430
O 0.451 1.376 -2.435
H -0.536 -2.781 1.834
H -0.970 -2.748 3.436
O -1.168 -2.473 2.534
H 3.226 -2.694 -0.463
H 2.323 -3.927 -0.645
O 2.615 -3.111 -1.085
H -4.233 1.270 0.120
H -4.515 2.464 0.989
O -3.975 2.222 0.222
H 2.567 2.427 -0.612
H 4.169 2.043 -0.801
O 3.335 1.884 -0.360
H 3.140 0.308 -0.044
H 3.709 -0.747 0.902
O 3.052 -0.659 0.198
H -4.224 -1.111 0.671
H -4.963 -0.596 -0.723
O -4.559 -0.341 0.117
H -4.225 -1.666 2.635
H -2.648 -1.901 2.095
O -3.620 -1.853 1.908
H 1.261 2.793 -1.925
H 2.422 3.724 -2.299
O 1.710 3.617 -1.654
*
```

Computed, not measured: a cluster of 10 separate species, C5H32N2O10 in total at a distorted geometry, with ωB97M-V with the def2-TZVPD basis set.

The value obtained for the frontier orbital gap is 9.753 eV. Its LUMO energy is 0.295 eV.

```
! RIJCOSX wB97M-V def2-TZVPD def2/J DEFGRID3
* xyz 0 1
C -0.046 -1.068 -3.525
C 0.954 -1.659 -2.593
N 0.341 -1.999 -1.254
C -0.120 -0.775 -0.570
C -0.071 -0.903 0.940
N -0.576 0.384 1.455
C -0.842 -2.099 1.518
O -0.633 -2.261 2.901
H -0.695 -0.286 -3.133
H 0.429 -0.520 -4.328
H -0.636 -1.828 -4.008
H 1.763 -0.913 -2.417
H 1.313 -2.631 -2.925
H 0.946 -2.638 -0.759
H -1.174 -0.617 -0.859
H 0.484 0.084 -0.845
H 0.938 -1.118 1.382
H -0.067 1.190 1.117
H -0.812 0.310 2.432
H -1.899 -1.947 1.301
H -0.440 -2.943 0.941
H 0.300 -2.359 3.130
O 3.080 1.509 0.215
H 2.147 1.733 0.273
H 3.535 2.189 0.709
O -2.546 1.705 0.174
H -2.012 0.966 0.590
H -3.237 1.276 -0.368
O 2.197 1.045 3.609
H 2.240 1.795 2.997
H 2.856 0.447 3.216
O -0.388 3.207 0.152
H -0.340 3.543 -0.759
H -1.294 2.815 0.126
O -3.779 -0.127 -1.378
H -4.270 -0.645 -0.726
H -3.258 -0.890 -1.754
O 3.421 -2.014 0.609
H 3.774 -1.853 -0.254
H 2.702 -1.477 0.965
O -2.182 -2.244 -1.606
H -2.891 -2.879 -1.649
H -1.297 -2.604 -1.775
O 1.847 3.108 1.828
H 1.608 3.311 2.740
H 1.160 3.587 1.334
O -0.635 2.560 -2.412
H -1.285 2.122 -1.850
H -0.923 2.995 -3.229
*
```

Computed, not measured: a cluster of 12 separate species, C5H33N2O12 in total at a distorted geometry, with ωB97M-V with the def2-TZVPD basis set.

The value obtained for the frontier orbital gap (alpha / beta) is 2.967 / 7.266 eV. Its LUMO energy (alpha / beta) is -0.047 / -0.169 eV. The expectation value of S² is 0.75.

```
! RIJCOSX wB97M-V def2-TZVPD def2/J DEFGRID3
* xyz 0 2
O -0.621 -1.004 3.620
C -1.489 -0.486 2.973
C -1.207 0.381 1.711
C -1.291 1.894 1.772
C -0.948 2.439 0.449
C -1.919 2.539 -0.497
N 0.349 2.910 0.266
N 0.256 -0.028 1.240
H -2.520 -0.375 3.449
H -1.924 0.044 0.794
H -2.333 2.083 2.110
H -0.492 2.431 2.454
H -1.865 2.867 -1.511
H -2.903 2.759 -0.066
H 1.055 2.501 0.821
H 0.619 3.261 -0.653
H 0.507 0.261 0.244
H 0.866 0.612 1.817
H 0.444 -0.993 1.229
H 2.361 -2.573 1.841
H 2.246 -3.754 0.876
O 2.560 -3.578 1.769
H 1.097 -0.472 -2.159
H 1.388 1.070 -2.631
O 1.352 0.419 -1.821
H -0.538 -2.027 -1.581
H -0.466 -1.424 -2.992
O 0.047 -1.796 -2.261
H -0.449 1.307 -3.299
H -0.505 0.938 -4.744
O -0.140 1.537 -4.129
H 2.515 -2.827 -1.393
H 2.018 -4.274 -0.998
O 2.763 -3.578 -0.863
H -1.677 -4.028 -1.469
H -1.969 -3.054 -0.406
O -2.069 -3.110 -1.304
H -3.776 -0.390 -2.540
H -2.775 -1.470 -2.214
O -2.819 -0.620 -2.691
H 1.533 3.732 -2.788
H 0.545 2.791 -3.193
O 1.010 3.058 -2.513
H 1.953 3.214 2.669
H 1.443 2.335 3.810
O 1.360 2.523 2.874
H -2.148 -3.124 1.724
H -0.541 -3.247 1.449
O -1.448 -2.830 1.239
H 3.528 1.307 1.319
H 2.586 1.761 0.205
O 2.637 1.227 0.931
*
```

Computed, not measured: a cluster of 13 separate species, C5H33NO13 in total at a distorted geometry, with ωB97M-V with the def2-TZVPD basis set.

The value obtained for the frontier orbital gap (alpha / beta) is 10.374 / 5.560 eV. Its LUMO energy (alpha / beta) is -3.296 / -8.109 eV. The expectation value of S² is 0.76.

```
! RIJCOSX wB97M-V def2-TZVPD def2/J DEFGRID3
* xyz 1 2
C 1.513 -2.315 -0.807
N 1.265 -1.855 0.529
C 0.291 -0.844 0.786
C -0.385 -1.250 2.135
C 0.134 -2.652 2.423
C 1.424 -2.857 1.635
O 2.118 -3.326 -0.995
H 1.172 -1.663 -1.615
H 0.740 0.171 0.851
H -0.394 -0.716 -0.064
H -1.468 -1.230 2.159
H 0.014 -0.512 2.839
H -0.598 -3.394 2.100
H 0.260 -2.805 3.493
H 1.361 -3.828 1.155
H 2.363 -2.739 2.177
H -5.025 2.037 -0.907
H -4.073 0.918 -0.509
O -4.095 1.823 -0.794
H -0.271 2.168 -0.706
H 1.273 2.470 -0.528
O 0.558 1.859 -0.318
H -0.323 -0.642 -2.981
H -1.004 -1.682 -3.804
O -0.402 -1.612 -3.054
H -1.214 1.776 -2.524
H -2.251 0.600 -2.434
O -1.393 0.873 -2.821
H -1.984 -3.087 -0.304
H -3.218 -3.821 -0.832
O -2.929 -2.999 -0.436
H -2.661 3.497 0.906
H -3.804 3.687 -0.138
O -2.972 4.043 0.192
H -0.777 4.594 -1.607
H -2.000 3.737 -1.320
O -1.089 3.691 -1.682
H 2.877 1.557 -0.777
H 3.206 2.142 -2.174
O 3.068 2.356 -1.248
H -3.091 -1.494 -1.414
H -3.690 -1.118 -2.723
O -3.418 -0.707 -1.896
H 2.680 1.916 1.924
H 3.623 1.133 2.656
O 3.331 2.060 2.627
H 1.640 0.907 3.997
H 1.211 2.341 3.495
O 0.933 1.518 3.897
H 4.746 -0.560 0.606
H 3.443 -1.378 1.044
O 4.223 -0.906 1.335
*
```

Computed, not measured: a structure of composition C5H34O11S at a distorted geometry, with ωB97M-V with the def2-TZVPD basis set.

The value obtained for the frontier orbital gap is 9.016 eV. Its LUMO energy is -0.048 eV.

```
! RIJCOSX wB97M-V def2-TZVPD def2/J DEFGRID3
* xyz 0 1
C -3.383 -0.093 -0.845
C -2.012 -0.725 -1.210
C -0.910 -0.804 -0.125
C 0.374 -0.176 -0.625
S 1.312 -1.073 -1.938
C 1.177 -2.828 -1.687
H -3.904 -0.412 0.050
H -3.205 0.986 -0.732
H -3.990 -0.250 -1.738
H -1.715 -0.186 -2.109
H -2.322 -1.711 -1.558
H -0.782 -1.842 0.189
H -1.264 -0.055 0.595
H -0.021 0.790 -0.981
H 1.022 0.026 0.214
H 1.888 -3.098 -0.909
H 1.343 -3.285 -2.657
H 0.249 -3.325 -1.340
H -0.889 1.853 2.476
H -2.338 2.109 2.280
O -1.806 1.515 2.820
H 1.861 -0.887 2.421
H 2.427 0.349 1.662
O 2.206 0.004 2.555
H 0.045 2.830 2.622
H 0.260 2.823 0.998
O 0.038 2.315 1.791
H 0.166 0.920 -5.364
H 0.368 -0.045 -4.146
O 0.250 0.877 -4.408
H -2.196 -4.532 -0.400
H -2.479 -3.450 -1.530
O -1.888 -4.141 -1.222
H 1.240 -3.685 0.832
H 0.889 -2.682 1.972
O 1.367 -3.503 1.764
H 1.108 3.375 -1.154
H 2.177 4.072 -0.172
O 1.373 3.555 -0.232
H 0.838 2.185 -3.300
H -0.215 3.133 -2.767
O 0.745 2.997 -2.763
H 0.908 0.079 2.666
H -0.684 0.055 2.601
O 0.082 -0.521 2.750
H 0.312 0.554 4.754
H 1.571 0.939 3.910
O 0.887 1.286 4.514
H 2.086 1.880 0.125
H 2.822 0.752 -0.765
O 2.613 1.051 0.116
*
```

Calculated relative energy (zero: lowest compared OMol25 entry of this formula, charge and spin) (eV), listed in the same order as above: 3.3307, 3.1333, 1.1884, 3.3100, 1.7611, 2.0893, 2.8519, 2.4922, 0.0000, 1.4797